No. 1
Below is the molecule C3H5N3O3, with properties calculated with ωB97M-V/def2-TZVPD.

Output
Charge: 0
Highest occupied orbital energy: -8.548 eV
Calculated total energy: -507.1068 hartree
Kohn-Sham gap: 7.75 eV
Energy relative to the best compared isomer or geometry (same formula, charge and spin): 6.559 eV

```
14
Properties=species:S:1:pos:R:3:forces:R:3:lowdin_charge:R:1
C -0.649956 -0.539003 1.367525 1.901 -3.229 -0.279 -0.494
C 0.453308 0.293879 -0.646681 -0.900 0.574 -2.273 -0.369
C 0.650361 -1.001681 0.063974 -2.081 -0.317 0.244 -0.145
N 0.817696 0.465057 -1.915144 0.994 0.127 0.478 0.189
O -0.841297 2.062884 0.533259 0.370 1.018 -0.323 -0.002
O -0.133546 0.112328 2.419001 0.508 1.282 -0.456 0.084
N -0.566788 0.879496 -0.119654 -1.346 -0.401 2.645 -0.008
N 0.790303 -2.023708 -0.676002 0.152 0.430 0.804 0.137
O -1.504310 -1.370004 1.549050 -0.042 1.259 -0.917 0.075
H -1.758686 2.313095 0.339918 0.253 -0.355 -0.287 0.123
H 0.512371 0.745985 2.052508 -0.287 -0.187 0.554 0.111
H 0.594697 1.327303 -2.386923 -0.096 -0.302 -0.115 0.124
H 1.045652 -0.381281 -2.418474 0.449 0.097 -0.090 0.106
H 0.590195 -2.884351 -0.162358 0.125 0.005 0.016 0.069
```
Forces are in eV/Å.

=====

No. 2
Below is a structure of composition C14H25CoNO4P2S, with properties calculated with ωB97M-V/def2-TZVPD.

Output
Charge: 0
2S+1: 4
Highest occupied orbital energy (alpha / beta): -5.877 / -9.051 eV
Calculated total energy: -3367.6957 hartree
Kohn-Sham gap (alpha / beta): 6.46 / 8.63 eV
⟨S²⟩: 3.775
Energy relative to the best compared isomer or geometry (same formula, charge and spin): 0.000 eV

```
48
Properties=species:S:1:pos:R:3:forces:R:3:mulliken_spin:R:1
Co 0.574649 0.212805 0.187614 -2.484 -0.529 3.237 2.268
H -2.528614 0.124924 0.720561 0.289 0.157 0.803 0.004
H -2.211762 0.116314 1.420717 -0.330 0.176 -0.752 0.006
P 0.010869 -1.914357 -0.328492 -0.118 -2.393 0.165 0.107
P -0.032412 2.182669 -0.589258 -0.598 3.969 -1.990 0.030
C 1.339764 3.426644 -0.453000 0.043 0.329 0.659 0.036
H 1.160513 4.360117 -1.027594 -0.098 -0.639 0.310 0.003
H 1.420308 3.663312 0.626529 0.200 -0.029 -0.573 -0.004
H 2.301383 2.991686 -0.794508 -0.609 0.070 0.208 -0.007
C -0.279616 2.392064 -2.438149 0.138 -0.564 -0.196 0.020
H -1.239065 1.931009 -2.725877 0.368 0.065 0.043 0.001
H -0.278919 3.445802 -2.802050 -0.020 -0.632 0.688 0.004
H 0.530426 1.855500 -2.955554 -0.283 0.130 0.080 -0.010
C -1.620790 3.102409 -0.173975 -0.319 0.295 0.947 0.060
H -1.782437 3.094987 0.923023 0.078 -0.075 -0.536 -0.011
H -1.687824 4.172045 -0.493091 0.493 -0.854 -0.029 0.012
H -2.477654 2.577377 -0.641129 0.540 0.091 0.216 -0.001
C -0.185713 -2.383487 -2.129014 0.022 0.356 0.147 0.013
H -0.261958 -3.454543 -2.417495 0.008 0.608 0.689 0.001
H -1.070987 -1.842907 -2.504687 0.292 -0.229 0.099 0.000
H 0.686967 -1.954985 -2.647681 -0.274 -0.112 0.175 -0.002
C 1.463129 -2.838035 0.324193 0.090 -0.323 0.063 0.009
H 1.441908 -2.666644 1.420821 0.047 -0.175 -0.736 0.001
H 1.497207 -3.921787 0.117312 -0.162 0.430 -0.013 0.005
H 2.375180 -2.365090 -0.078070 -0.345 -0.247 0.058 0.000
C -1.461045 -2.536756 0.623679 -0.260 -0.056 0.010 0.026
H -2.306383 -1.855767 0.426043 0.386 -0.466 -0.046 -0.005
H -1.813654 -3.579196 0.470184 0.539 0.551 -0.155 0.012
H -1.203543 -2.401330 1.690631 0.001 -0.084 -0.484 -0.010
C 2.211567 0.262560 0.762310 4.798 0.442 1.912 0.092
O 3.164980 0.313149 1.410651 -1.565 -0.192 -1.480 0.000
H 0.180889 0.235332 -1.168185 -0.361 -0.174 -3.618 0.302
O 0.654205 -1.870660 3.066806 0.182 1.208 0.568 0.001
C 0.663378 -0.682295 3.386506 -0.558 1.668 -0.535 0.002
N 0.395989 0.395051 2.538165 -0.803 -0.947 -0.976 0.004
S 0.252281 1.868913 3.221199 0.297 -1.208 1.522 0.012
O 1.302037 2.754993 2.789194 -0.208 0.248 -0.666 0.002
O -1.102465 2.377916 3.274000 0.503 -0.265 -0.634 0.001
C 0.710774 1.265069 4.812537 0.365 0.895 0.256 0.008
C 0.986822 2.063010 5.925709 -0.447 -0.105 -0.844 -0.002
C 1.336463 1.407370 7.088101 0.283 -0.245 1.069 0.001
C 1.480945 0.008743 7.088954 0.161 -0.629 -0.696 0.000
C 1.382093 -0.744307 5.887042 -0.628 0.946 0.656 -0.001
C 0.931632 -0.093028 4.743018 0.347 -0.404 1.088 0.011
H 0.903962 3.152688 5.839112 -0.015 -0.498 0.193 0.000
H 1.519568 1.979920 8.028721 -0.226 -0.584 -0.904 0.000
H 1.674777 -0.524012 8.024760 0.165 0.293 -0.357 0.000
H 1.562878 -1.801493 5.810217 0.076 -0.270 0.360 0.000
```
Forces are in eV/Å.

=====

No. 3
Below is the molecule C6H10O, with properties calculated with ωB97M-V/def2-TZVPD.

Output
Charge: 0
Highest occupied orbital energy: -7.487 eV
Calculated total energy: -309.7315 hartree
Kohn-Sham gap: 8.35 eV
Energy relative to the best compared isomer or geometry (same formula, charge and spin): 3.016 eV

```
17
Properties=species:S:1:pos:R:3:forces:R:3:lowdin_charge:R:1
C -1.134796 1.157488 1.134685 -0.394 0.015 0.064 -0.053
C -0.189502 -1.565426 0.257488 2.860 -1.063 1.377 -0.027
C -0.382267 0.560964 -0.029504 0.645 4.945 -1.088 -0.372
C 0.814105 -0.179259 0.307902 -3.907 -4.259 -2.183 -0.226
C -0.700863 0.939811 -1.297339 0.483 -0.751 1.305 -0.164
C 2.114189 -0.348040 0.183671 0.260 0.729 0.665 0.042
O -0.095445 0.446874 -2.426084 0.498 0.101 -0.028 -0.013
H 0.751946 0.043583 -2.173140 -0.267 0.128 -0.061 0.088
H -1.510799 1.617627 -1.526626 -0.255 -0.311 0.083 0.120
H -2.212532 1.060562 0.978261 0.068 0.169 0.070 0.082
H -0.877932 2.214790 1.244099 -0.088 -0.108 0.091 0.083
H -0.900264 0.663213 2.081610 0.037 -0.043 -0.166 0.082
H 0.194909 -2.183793 -0.554000 0.147 -0.120 0.164 0.069
H 0.057081 -2.000244 1.229474 -0.105 -0.695 -0.154 0.064
H -1.275587 -1.603913 0.165717 0.199 1.132 0.029 0.082
H 2.778818 0.512886 0.153845 0.007 -0.122 -0.198 0.067
H 2.568938 -1.337125 0.269942 -0.187 0.254 0.031 0.074
```
Forces are in eV/Å.

=====

No. 4
Below is a structure of composition C33H40BrInN6O2SSi, with properties calculated with ωB97M-V/def2-TZVPD.

Output
Charge: 0
Highest occupied orbital energy: -7.176 eV
Calculated total energy: -5212.4218 hartree
Kohn-Sham gap: 6.07 eV
Energy relative to the best compared isomer or geometry (same formula, charge and spin): 0.512 eV

```
85
Properties=species:S:1:pos:R:3:forces:R:3:lowdin_charge:R:1
In -0.835912 0.974753 0.653682 -0.016 0.064 -0.380 0.934
C -4.507119 4.865209 -1.372584 0.019 -0.023 -0.023 -0.097
C -3.660377 3.956293 -1.990662 -0.025 0.033 0.007 -0.086
C -3.170966 2.859485 -1.295942 -0.025 -0.031 0.078 -0.028
C -3.524018 2.661797 0.038621 0.089 -0.051 -0.037 -0.301
C -4.372412 3.579040 0.657949 -0.009 0.064 0.016 -0.043
C -4.862451 4.668049 -0.045184 0.001 -0.011 0.031 -0.084
N -2.951584 1.603821 0.782459 0.277 0.080 -0.004 0.005
C -3.709615 0.707384 1.409158 -0.226 -0.074 0.061 -0.219
C -5.130029 0.593636 1.257279 0.156 0.080 -0.053 -0.010
C -5.838546 -0.309715 1.986001 0.015 -0.143 0.123 -0.067
C -5.222904 -1.179057 2.928759 -0.148 0.068 -0.077 -0.092
C -3.875514 -1.126710 3.089731 0.177 0.065 -0.064 -0.019
C -3.105170 -0.219596 2.323409 -0.229 -0.011 -0.011 -0.199
N -1.760664 -0.083713 2.446247 0.173 -0.154 0.242 -0.005
N -1.137660 -0.576259 3.420671 -0.138 0.065 -0.077 0.126
C 0.217466 -0.186234 3.464901 0.086 -0.001 -0.013 -0.331
C 1.013638 -0.753311 4.453044 -0.060 0.010 -0.006 -0.047
C 2.328180 -0.351831 4.544315 0.061 0.053 0.011 -0.061
C 2.808247 0.610197 3.662571 -0.034 -0.014 0.040 -0.048
C 1.940988 1.123104 2.716949 -0.023 0.019 -0.037 -0.110
N 0.668554 0.738817 2.619613 -0.013 -0.214 0.009 0.076
H -4.885838 5.718762 -1.918768 -0.001 0.010 -0.002 0.098
H -3.381001 4.096983 -3.027365 0.006 -0.007 -0.008 0.105
H -2.530555 2.136517 -1.781363 0.045 -0.047 -0.034 0.097
H -4.628402 3.441624 1.701586 0.004 -0.011 -0.001 0.121
H -5.514342 5.373996 0.453302 -0.010 0.008 0.002 0.101
H -5.623399 1.230529 0.536889 -0.020 -0.007 0.019 0.113
H -6.908582 -0.379885 1.832680 -0.007 0.007 0.004 0.106
H -5.823289 -1.880971 3.489768 0.000 -0.010 -0.006 0.098
H -3.351770 -1.779056 3.774652 -0.009 -0.015 0.008 0.110
H 0.587523 -1.499761 5.107129 -0.016 -0.012 -0.014 0.118
H 2.979202 -0.783049 5.292844 0.001 -0.009 -0.001 0.114
H 3.828980 0.961425 3.711532 0.001 0.003 -0.015 0.106
H 2.264752 1.878910 2.011618 0.009 0.001 -0.010 0.096
Br -2.654733 -1.210934 -3.980735 0.003 0.021 0.033 0.805
C -0.768318 -1.318271 -3.858288 -0.034 -0.073 0.000 -0.599
C -0.088252 -1.610329 -5.031591 0.033 -0.015 -0.018 -0.135
C 1.291094 -1.750156 -5.021406 -0.033 0.008 -0.003 -0.080
C 1.990179 -1.618365 -3.831715 -0.011 -0.012 0.040 -0.079
C 1.301336 -1.342919 -2.661976 0.079 -0.022 -0.016 -0.031
C -0.081611 -1.175727 -2.654681 -0.038 -0.183 0.061 -0.156
C -0.695899 -0.743141 -1.352550 -0.070 0.017 -0.145 -0.652
O -1.655644 0.062683 -1.373859 0.050 0.048 -0.015 -0.084
O -0.128277 -1.066483 -0.272763 0.136 0.169 0.185 -0.042
H -0.646923 -1.728609 -5.949119 0.002 0.000 -0.012 0.094
H 1.813090 -1.965042 -5.944850 -0.005 -0.003 -0.004 0.105
H 3.066865 -1.729358 -3.813342 0.002 0.006 0.001 0.103
H 1.824441 -1.244281 -1.720575 0.011 -0.020 0.044 0.109
C 5.398201 -3.869411 1.005148 -0.023 0.000 -0.017 -0.080
C 4.452217 -3.639559 -0.165314 -0.036 0.026 -0.025 -0.246
N 3.230541 -2.933043 0.248436 -0.039 -0.029 0.130 -0.023
C 2.178647 -3.648929 0.787234 0.039 0.064 -0.099 -0.892
S 1.552109 -3.284054 2.287085 0.009 0.044 0.035 0.641
N 1.684067 -4.656973 0.045412 0.007 -0.098 0.039 0.001
C 1.768291 -4.817677 -1.401408 -0.021 0.009 -0.004 -0.243
C 2.207073 -6.220618 -1.792877 -0.012 0.037 0.005 -0.083
H 6.256905 -4.466347 0.695909 0.014 0.011 -0.004 0.074
H 4.882817 -4.390491 1.812711 0.007 -0.017 0.002 0.075
H 5.769477 -2.920658 1.396682 -0.004 0.003 0.016 0.074
H 4.169102 -4.593920 -0.602380 0.012 0.016 -0.005 0.087
H 4.940027 -3.055416 -0.948581 0.001 -0.018 -0.006 0.113
H 3.436714 -2.161205 0.871336 -0.011 -0.044 -0.058 0.097
H 0.932482 -5.146520 0.507873 0.015 0.051 -0.014 0.117
H 2.451785 -4.069502 -1.791768 -0.015 0.053 -0.010 0.094
H 0.787280 -4.597219 -1.830740 0.006 0.019 -0.020 0.122
H 3.182827 -6.460182 -1.368736 0.010 -0.012 -0.008 0.066
H 2.268331 -6.308698 -2.877679 -0.007 -0.005 -0.010 0.076
H 1.495442 -6.965825 -1.435396 -0.002 -0.008 0.011 0.074
C 0.361308 4.516096 -2.075860 -0.025 -0.003 -0.016 -0.170
Si 0.812248 3.852970 -0.383354 0.041 -0.083 -0.030 0.405
C -0.365278 4.544363 0.899562 -0.011 -0.012 0.024 -0.175
C 2.560674 4.396402 0.036576 0.034 0.027 -0.021 -0.189
C 0.737341 1.984029 -0.427671 -0.307 0.174 0.173 -0.292
H 0.547388 5.588721 -2.159977 -0.008 0.013 0.021 0.032
H -0.695623 4.342716 -2.289798 -0.006 -0.015 0.002 0.013
H 0.945566 4.009245 -2.847272 0.012 0.022 -0.017 0.034
H -0.343573 5.635230 0.942856 0.027 0.012 -0.008 0.036
H -0.121536 4.167811 1.897944 -0.014 -0.005 0.009 0.031
H -1.391055 4.246889 0.665722 -0.038 0.018 0.026 0.012
H 2.673535 5.478086 -0.063742 0.001 0.013 0.013 0.029
H 3.275566 3.922341 -0.640111 0.023 0.011 0.006 0.031
H 2.840721 4.133441 1.059709 -0.005 -0.022 0.009 0.017
H 1.656923 1.515839 -0.074652 0.041 -0.005 -0.028 -0.003
H 0.568699 1.641815 -1.450916 0.052 0.030 -0.050 0.008
```
Forces are in eV/Å.